No. 1
{"formula": "C36H36ClF6N5O5S3TcTe", "method": "wB97M-V/def2-TZVPD", "e_tot_ha": -4645.876763, "de_lowest_kcal_mol": 14.6, "largest_force_ev_per_a": 0.9, "orbital_gap_ev": [7.601, 7.658], "e_lumo_ha": [-0.114, -0.116], "total_charge": 1, "e_homo_ev": [-10.70, -10.82], "symbols": ["Tc", "F", "C", "F", "F", "S", "O", "O", "N", "S", "O", "O", "C", "F", "F", "F", "C", "C", "C", "C", "C", "C", "Te", "N", "C", "O", "C", "C", "C", "C", "C", "C", "C", "C", "C", "C", "C", "C", "C", "C", "C", "C", "H", "H", "H", "H", "H", "H", "H", "H", "H", "H", "H", "H", "H", "H", "H", "H", "H", "H", "H", "H", "H", "H", "H", "Cl", "C", "C", "C", "C", "C", "C", "C", "H", "H", "H", "H", "H", "H", "C", "C", "C", "N", "N", "C", "N", "S", "H", "H", "H", "H", "H", "H", "H"], "coordinates": [[0.410, -1.961, 0.671], [3.880, 0.766, 0.592], [3.543, 0.349, 1.819], [4.573, 0.473, 2.621], [2.529, 1.082, 2.250], [3.043, -1.454, 1.698], [2.486, -1.592, 0.321], [4.202, -2.204, 2.019], [1.723, -1.675, 2.538], [1.757, -1.763, 4.171], [0.402, -1.794, 4.608], [2.714, -0.829, 4.668], [2.453, -3.469, 4.558], [2.454, -4.244, 3.473], [3.686, -3.350, 5.013], [1.687, -4.031, 5.480], [4.247, 6.073, -4.515], [3.505, 5.005, -3.763], [2.954, 5.252, -2.516], [2.266, 4.283, -1.788], [1.721, 4.686, -0.443], [2.140, 3.012, -2.361], [1.349, 1.249, -1.488], [-0.018, -0.019, 0.311], [-0.027, 1.137, 0.805], [0.587, 2.142, 0.070], [-0.653, 1.679, 2.032], [-0.757, 0.875, 3.161], [-1.267, 1.394, 4.339], [-1.703, 2.711, 4.385], [-1.623, 3.511, 3.252], [-1.083, 3.005, 2.081], [-0.423, 1.220, -2.595], [-1.161, 2.398, -2.638], [-2.360, 2.422, -3.327], [-2.799, 1.273, -3.974], [-2.045, 0.113, -3.933], [-0.836, 0.058, -3.241], [-0.029, -1.210, -3.264], [2.694, 2.728, -3.623], [2.581, 1.369, -4.273], [3.359, 3.734, -4.304], [4.201, 7.029, -3.996], [3.831, 6.205, -5.514], [5.297, 5.801, -4.632], [3.054, 6.241, -2.084], [1.843, 5.758, -0.305], [2.250, 4.182, 0.368], [0.667, 4.445, -0.335], [-0.442, -0.154, 3.117], [-1.316, 0.765, 5.219], [-2.104, 3.117, 5.304], [-1.965, 4.537, 3.287], [-0.994, 3.636, 1.207], [-0.799, 3.289, -2.139], [-2.945, 3.331, -3.365], [-3.733, 1.286, -4.519], [-2.394, -0.774, -4.449], [-0.684, -2.072, -3.160], [0.713, -1.260, -2.461], [0.507, -1.310, -4.210], [3.034, 0.576, -3.667], [3.103, 1.364, -5.227], [1.540, 1.100, -4.475], [3.778, 3.517, -5.280], [-2.461, -4.801, 2.718], [-1.830, -5.323, 1.186], [-2.583, -6.211, 0.434], [-2.114, -6.647, -0.796], [-0.882, -6.206, -1.262], [-0.138, -5.319, -0.499], [-0.597, -4.842, 0.736], [0.188, -3.839, 1.473], [-3.529, -6.563, 0.823], [-2.699, -7.350, -1.375], [-0.495, -6.565, -2.206], [0.838, -4.998, -0.846], [1.277, -3.945, 1.258], [0.052, -3.871, 2.553], [-4.602, 0.706, 2.724], [-4.315, -0.757, 3.073], [-3.523, -1.421, 1.996], [-2.243, -1.477, 1.981], [-1.744, -2.061, 0.844], [-2.672, -2.445, 0.006], [-2.444, -3.007, -1.215], [-4.258, -2.100, 0.572], [-5.165, 1.181, 3.526], [-5.190, 0.782, 1.808], [-3.671, 1.255, 2.583], [-5.250, -1.299, 3.228], [-3.734, -0.832, 3.992], [-1.592, -3.554, -1.270], [-3.227, -3.503, -1.612]], "forces_ev_per_angstrom": [[-0.201, 0.461, -0.085], [0.025, 0.005, 0.005], [0.012, -0.061, 0.036], [-0.004, 0.023, -0.001], [-0.047, 0.026, -0.002], [-0.050, -0.038, -0.238], [0.231, -0.059, 0.128], [-0.026, 0.057, 0.073], [-0.286, -0.037, -0.358], [-0.059, 0.046, 0.049], [0.030, -0.026, -0.018], [-0.049, -0.035, -0.019], [-0.001, 0.018, -0.009], [0.034, 0.031, 0.014], [0.003, -0.016, -0.040], [0.010, 0.023, 0.036], [0.000, -0.002, 0.004], [-0.001, 0.002, -0.011], [-0.045, 0.004, -0.024], [-0.028, 0.013, 0.005], [0.088, -0.002, 0.034], [0.000, -0.002, 0.080], [0.040, -0.025, -0.040], [0.669, -0.337, 0.412], [-0.490, 0.142, -0.162], [-0.034, -0.015, -0.074], [0.173, -0.034, 0.091], [0.028, -0.018, -0.010], [-0.023, 0.005, -0.004], [-0.022, -0.011, -0.008], [0.000, 0.007, -0.004], [0.004, 0.007, 0.005], [0.044, -0.010, -0.045], [-0.016, 0.009, 0.001], [0.008, -0.003, 0.004], [0.007, -0.006, -0.002], [-0.026, -0.004, 0.021], [-0.040, 0.003, -0.016], [0.016, 0.020, 0.041], [0.003, 0.012, -0.009], [0.003, 0.008, 0.013], [0.000, 0.006, -0.017], [0.000, 0.000, 0.000], [-0.001, -0.001, 0.000], [0.000, -0.001, 0.000], [0.003, -0.002, 0.000], [0.017, -0.004, -0.001], [-0.043, -0.015, 0.000], [-0.034, 0.012, -0.024], [0.014, 0.000, 0.005], [0.006, 0.000, 0.003], [0.001, 0.004, 0.003], [0.001, 0.001, 0.000], [-0.003, 0.001, 0.001], [-0.003, -0.004, 0.000], [0.000, 0.001, 0.001], [0.000, -0.001, -0.002], [-0.002, 0.001, 0.002], [-0.036, -0.060, -0.028], [-0.004, -0.006, 0.022], [0.016, -0.013, 0.020], [0.003, -0.006, -0.004], [0.004, -0.005, 0.003], [-0.004, 0.010, -0.001], [0.001, 0.001, 0.001], [0.011, -0.010, -0.014], [-0.027, 0.003, -0.028], [-0.003, 0.007, -0.015], [0.009, -0.002, -0.010], [-0.021, 0.010, 0.001], [-0.017, 0.002, 0.001], [0.015, 0.026, -0.010], [-0.012, -0.006, 0.281], [-0.001, 0.004, -0.003], [-0.001, 0.000, 0.001], [0.003, -0.007, -0.001], [0.009, -0.001, -0.001], [-0.043, -0.100, -0.154], [0.037, -0.054, -0.057], [-0.013, -0.008, 0.008], [-0.027, -0.006, -0.025], [0.023, 0.076, 0.031], [-0.088, -0.088, 0.006], [0.092, 0.051, 0.097], [-0.027, 0.046, 0.063], [0.152, -0.032, -0.074], [-0.026, -0.007, -0.002], [0.003, 0.006, 0.001], [-0.004, 0.005, 0.002], [0.022, 0.011, 0.004], [0.013, -0.025, 0.020], [0.020, 0.028, -0.011], [-0.017, -0.059, 0.043], [0.001, 0.024, -0.013]]}

---

No. 2
{"formula": "C12H33BrMnN3O3", "method": "wB97M-V/def2-TZVPD", "e_tot_ha": -4591.738844, "de_lowest_kcal_mol": 63.5, "largest_force_ev_per_a": 2.4, "orbital_gap_ev": [5.919, 5.808], "e_lumo_ha": [-0.190, -0.194], "total_charge": 1, "multiplicity": 6, "e_homo_ev": [-11.10, -11.10], "symbols": ["Mn", "Br", "C", "C", "C", "O", "C", "N", "H", "H", "H", "H", "H", "H", "H", "H", "H", "H", "H", "C", "C", "C", "O", "C", "N", "H", "H", "H", "H", "H", "H", "H", "H", "H", "H", "H", "C", "C", "C", "O", "C", "N", "H", "H", "H", "H", "H", "H", "H", "H", "H", "H", "H"], "coordinates": [[-2.779, 1.025, 0.351], [-0.550, -0.164, -0.160], [-1.975, -3.515, -2.886], [-2.082, -4.316, -1.607], [-0.909, -5.281, -1.499], [-0.968, -6.006, -0.295], [-0.020, -7.052, -0.289], [-2.053, -3.475, -0.377], [-1.869, -4.126, -3.785], [-1.106, -2.849, -2.866], [-2.867, -2.898, -3.027], [-2.990, -4.920, -1.532], [0.026, -4.698, -1.456], [-0.903, -5.961, -2.360], [-0.253, -7.763, -1.093], [-0.132, -7.558, 0.666], [1.001, -6.690, -0.453], [-1.263, -2.850, -0.571], [-2.795, -2.775, -0.473], [3.949, -0.411, 0.089], [3.752, 0.165, 1.505], [3.758, 1.695, 1.496], [3.351, 2.222, 2.733], [3.679, 3.580, 2.848], [2.458, -0.267, 2.085], [3.418, -1.343, -0.093], [5.021, -0.589, -0.040], [3.666, 0.286, -0.707], [4.613, -0.146, 2.097], [3.109, 2.067, 0.684], [4.795, 1.997, 1.280], [4.761, 3.747, 2.798], [3.279, 3.931, 3.798], [3.233, 4.206, 2.059], [1.723, -0.066, 1.408], [2.442, -1.286, 2.025], [-1.482, 5.108, 1.338], [-2.218, 3.881, 0.872], [-2.570, 3.907, -0.612], [-2.980, 2.607, -1.061], [-2.874, 2.417, -2.474], [-1.561, 2.581, 1.224], [-0.590, 5.352, 0.759], [-1.314, 5.160, 2.411], [-2.129, 5.971, 1.132], [-3.178, 3.870, 1.405], [-1.692, 4.224, -1.184], [-3.379, 4.620, -0.770], [-3.329, 3.262, -2.992], [-3.408, 1.513, -2.756], [-1.839, 2.335, -2.807], [-1.397, 2.683, 2.231], [-0.578, 2.590, 0.933]], "forces_ev_per_angstrom": [[2.256, -0.446, -0.502], [-1.454, 0.382, 0.033], [-0.272, 0.204, -0.401], [0.212, -0.515, 1.082], [0.175, 0.239, 0.484], [-0.176, -0.123, -0.187], [-0.475, -0.148, -0.237], [0.201, 0.990, -1.169], [-0.073, -0.150, 0.112], [-0.014, -0.027, 0.144], [0.052, 0.023, 0.010], [-0.071, 0.096, -0.345], [0.018, 0.000, -0.488], [0.103, 0.062, -0.055], [0.096, -0.066, 0.055], [0.258, -0.010, 0.045], [0.028, 0.059, 0.210], [0.222, -0.278, 0.608], [-0.320, -0.415, 0.122], [0.979, 0.644, -0.099], [-1.247, 0.203, -0.468], [0.494, -0.384, -0.272], [0.026, -0.073, -0.156], [-0.075, 0.393, 0.003], [0.255, -0.797, -0.183], [-0.018, -0.081, 0.268], [-0.100, -0.167, -0.280], [-0.176, 0.032, 0.128], [-0.429, -0.252, 0.498], [0.009, 0.028, 0.048], [-0.149, 0.222, -0.132], [0.006, -0.053, 0.150], [0.171, -0.021, 0.080], [-0.077, -0.212, -0.084], [0.104, 0.511, 0.035], [0.175, 0.036, 0.470], [-0.421, 1.260, -0.678], [-0.709, -0.561, 0.202], [0.655, 0.425, 0.057], [-0.173, -0.335, 0.632], [-0.090, 0.207, -0.883], [0.245, 1.306, 1.078], [0.270, -0.456, 0.236], [0.230, -0.363, -0.004], [-0.049, -0.088, 0.075], [0.083, -0.139, 0.093], [-0.056, -0.124, -0.143], [0.005, -0.006, -0.155], [-0.100, -0.021, 0.090], [-0.027, -0.042, 0.176], [0.090, -0.036, 0.327], [-0.411, -0.557, 0.046], [-0.257, -0.375, -0.675]]}